1.
Entry from the Open Molecules 2025 dataset: a molecular structure, C18H23BrN6V (ωB97M-V/def2-TZVPD).

Output
* E: -123705.303 eV
* energy above the lowest of the compared OMol25 structures with the same formula, charge and spin: 0.00 kcal/mol
* total charge: +1
* 2S+1: 3

Geometry as XYZ:
```
49
Properties=species:S:1:pos:R:3:forces:R:3
V 7.424711 9.934837 7.010484 -0.261 1.543 -0.618
N 6.556623 9.127337 11.090403 -0.344 -0.220 -0.536
C 7.226296 9.978164 10.303908 -0.299 -0.359 -0.409
N 7.066962 9.617470 9.013121 -0.139 -0.811 2.286
C 6.280336 8.483742 9.142645 0.214 0.890 -0.218
N 5.897212 8.144891 10.335857 1.493 1.703 1.206
C 5.929133 7.729846 7.979163 0.544 -0.172 -0.208
C 5.178361 6.608333 8.136454 -1.017 -0.672 -0.626
N 4.846348 5.933241 7.049642 -0.011 -0.321 0.002
C 5.311238 6.360477 5.867301 -1.172 -1.834 0.206
C 6.115887 7.433753 5.698762 0.823 0.995 0.347
N 6.438268 8.098997 6.810391 0.328 1.068 -0.211
H 6.491637 9.157111 12.113680 -0.092 -0.135 -0.736
H 7.799760 10.815833 10.694556 -0.176 -0.224 -0.242
H 4.813460 6.337916 9.129596 0.014 -0.255 -0.465
H 5.010555 5.741177 5.046425 -0.083 -0.052 -0.494
H 6.507859 7.773780 4.730703 -0.180 -0.171 0.584
C 9.477277 5.264976 8.607061 0.420 -0.164 0.013
C 10.119025 6.330151 7.753523 -0.058 0.586 -0.505
C 11.257180 6.063262 6.986121 0.003 0.168 0.261
C 11.796200 6.992522 6.087216 -0.691 -0.208 0.357
C 13.169229 6.684139 5.500626 -0.739 0.094 -0.678
C 11.037127 8.153134 5.811243 -0.253 -0.808 1.264
C 9.961885 8.560306 6.652841 1.071 -2.220 0.108
C 9.602456 7.618582 7.688003 -0.242 0.917 -0.974
N 9.227988 9.736946 6.521725 -0.252 -0.064 0.007
C 9.784512 10.994281 5.922854 -0.043 0.190 -0.193
C 9.157477 12.112485 6.794224 -0.034 -0.220 -0.031
C 9.268250 11.164341 4.469533 -0.102 -0.412 0.086
C 11.321745 11.099175 5.928190 0.042 -0.179 0.279
H 10.261814 4.529688 8.835935 -0.420 0.069 0.240
H 8.676913 4.714854 8.063257 0.410 0.515 0.325
H 9.083056 5.698051 9.540513 0.038 -0.319 -0.310
H 11.757510 5.115395 7.171269 0.062 0.108 -0.219
H 13.487148 5.737497 5.947079 0.274 0.276 -0.194
H 13.870699 7.492470 5.750336 -0.114 -0.338 -0.094
H 13.147703 6.555540 4.390621 0.017 0.183 0.811
H 11.316117 8.699763 4.956853 0.231 0.692 -0.704
H 8.866426 7.926693 8.423044 -0.087 -0.035 -0.062
H 8.051602 11.900240 6.992218 0.990 0.871 -0.184
H 9.235723 13.084849 6.281849 -0.403 -0.357 0.176
H 9.692640 12.212945 7.747286 -0.270 -0.210 -0.100
H 8.162719 11.100773 4.456444 0.411 0.276 -0.125
H 9.647901 10.367131 3.822717 -0.044 -0.063 0.165
H 9.612386 12.104926 4.011292 -0.274 -0.184 0.380
H 11.730064 10.813321 6.935824 -0.235 0.351 -0.981
H 11.559752 12.157191 5.695663 0.080 -0.607 0.203
H 11.769721 10.438148 5.145396 -0.263 0.945 0.803
Br 5.386177 11.371510 6.457976 0.831 -0.828 0.009
```
Forces are in eV/Å.

Löwdin atomic charge list, values in e, 6 entries: 0.6154, 0.0808, -0.0561, 0.0277, -0.3356, 0.1901



2.
Entry from the Open Molecules 2025 dataset: 6 unconnected molecules or ions with the total composition C18H23Cl2F3O15 (ωB97M-V/def2-TZVPD).

Output
* E: -82949.391 eV
* energy above the lowest of the compared OMol25 structures with the same formula, charge and spin: 23.89 kcal/mol
* SMILES: O=C1OC[C@@H](F)O1.O=C1OC[C@@H](F)O1.O=C1OC[C@@H](F)O1.C[C@H]1COC(=O)O1.C[C@H]1COC(=O)O1.ClCCl
* 2S+1: 1

Geometry as XYZ:
```
61
Properties=species:S:1:pos:R:3:forces:R:3
C -3.066510 -3.147601 0.191419 -1.865 0.482 -0.343
C -4.236798 -2.190673 0.418506 0.464 0.762 0.334
C -5.637004 -2.763987 0.611109 -0.250 -0.589 0.314
O -6.081675 -2.232534 1.864346 0.136 0.244 -0.178
C -5.030667 -1.666602 2.514504 -0.321 -0.070 -0.065
O -5.053710 -1.356063 3.659652 0.055 0.196 0.008
O -3.988781 -1.512635 1.679910 -0.045 -0.323 0.070
H -3.148846 -3.505080 -0.836760 0.325 -0.124 0.023
H -3.259324 -3.971846 0.875825 0.752 -0.109 0.096
H -2.171974 -2.557843 0.341559 0.357 -0.452 0.137
H -4.268717 -1.378886 -0.310839 0.122 -0.191 -0.211
H -5.698733 -3.847353 0.746896 0.415 -0.039 -0.336
H -6.305727 -2.492782 -0.202371 -0.152 0.202 0.168
C 3.522885 -0.660193 -0.020753 -1.184 1.216 -0.316
C 4.130147 -0.486069 1.357397 0.667 -0.488 -1.241
C 3.386892 -1.087477 2.549571 0.847 -0.398 -0.041
O 4.452825 -1.771529 3.247020 -0.505 -0.003 0.447
C 5.461888 -2.035537 2.398842 0.227 0.310 -0.374
O 6.332561 -2.821591 2.588241 0.065 -0.048 0.192
O 5.357317 -1.265190 1.297270 -0.137 -0.130 0.538
H 3.887545 0.090123 -0.725617 0.499 -0.183 0.117
H 2.460359 -0.393708 -0.001117 0.027 -0.375 0.203
H 3.651435 -1.639969 -0.470573 0.053 -0.188 0.331
H 4.446075 0.546556 1.489731 -0.291 0.068 0.319
H 2.664556 -1.856839 2.280718 -0.179 0.184 -0.228
H 2.936324 -0.355734 3.211193 0.022 0.043 0.024
C -0.195099 0.054685 -0.076463 -1.036 0.205 0.851
Cl -0.039012 -1.364419 -1.102182 0.303 0.101 -0.172
Cl 0.063442 -0.334293 1.652620 0.275 0.047 -0.191
H 0.423526 0.899035 -0.357114 0.335 -0.288 -0.184
H -1.238822 0.346170 -0.088557 0.043 0.140 -0.342
C 1.440511 4.710399 2.828390 -0.374 -1.203 0.665
C 0.224710 4.445946 1.954637 -0.202 0.823 -0.811
O 0.751533 3.650310 0.917059 -0.042 0.047 0.108
C 1.952062 3.144544 1.300650 -0.330 -0.357 0.116
O 2.585746 2.393668 0.639846 0.209 -0.150 -0.053
O 2.248315 3.547344 2.552261 0.313 0.628 -0.370
F -0.209497 5.627034 1.405929 0.157 0.001 0.046
H 1.231042 4.669944 3.893043 -0.041 0.324 -0.009
H 1.939242 5.627824 2.527467 0.046 0.022 -0.029
H -0.673680 3.982584 2.356094 0.237 -0.232 0.349
C -2.713371 6.140087 -1.579986 -0.745 0.527 -0.999
C -3.010685 5.503060 -2.938546 0.014 0.112 0.220
O -2.758509 4.150547 -2.734929 -0.046 -0.169 -0.011
C -2.193913 3.947969 -1.511125 -0.196 0.055 -0.057
O -1.850672 2.888687 -1.113190 0.160 -0.131 0.163
O -2.137918 5.105546 -0.821423 0.266 -0.168 0.113
F -2.161948 5.978729 -3.897517 0.071 0.000 -0.071
H -3.654098 6.487837 -1.151950 0.168 -0.081 0.376
H -2.059925 6.991210 -1.764698 0.286 -0.147 0.445
H -4.029041 5.653268 -3.288239 0.015 -0.099 -0.146
C 1.541956 -4.156393 -2.597182 0.320 0.215 1.797
C 1.616201 -5.607099 -3.011184 -0.386 0.261 0.036
O 2.933428 -5.775122 -3.398725 0.234 -0.111 0.111
C 3.530024 -4.551102 -3.573414 -0.102 0.059 -0.063
O 4.644462 -4.399459 -3.928470 0.019 0.001 -0.100
O 2.659339 -3.565239 -3.261192 -0.528 0.119 -0.506
F 0.798326 -5.801790 -4.099628 -0.062 -0.073 -0.206
H 1.749523 -3.956207 -1.535464 -0.016 -0.753 0.029
H 0.539691 -3.738646 -2.685166 0.304 0.359 -1.209
H 1.310770 -6.335615 -2.267332 0.227 -0.079 0.120
```
Forces are in eV/Å.

Löwdin atomic charge list, values in e, 6 entries: -0.0128, -0.2982, -0.0898, 0.0591, -0.5708, 0.1657



3.
Entry from the Open Molecules 2025 dataset: a molecular structure, C18H23Cl2N6O5OsP (ωB97M-V/def2-TZVPD).

Output
* E: -75003.179 eV
* energy above the lowest of the compared OMol25 structures with the same formula, charge and spin: 0.00 kcal/mol
* total charge: +2
* 2S+1: 5

Geometry as XYZ:
```
56
Properties=species:S:1:pos:R:3:forces:R:3
Os -0.481231 -1.384405 0.411868 0.159 -0.018 0.001
C 1.661006 1.294439 -3.921311 -0.006 0.001 0.007
N 0.727093 0.478081 -3.141141 -0.012 -0.006 0.025
C -0.432373 -0.067114 -3.625264 -0.015 -0.001 -0.009
C -0.999065 -0.760902 -2.601869 -0.014 -0.006 -0.015
N -0.187604 -0.640673 -1.502894 -0.050 0.044 -0.072
C 0.856394 0.118356 -1.852248 0.037 -0.020 0.071
P 2.277261 0.550643 -0.780786 -0.006 0.016 -0.029
C 2.494195 -1.109590 -0.064362 -0.028 0.025 0.003
N 1.510803 -1.898578 0.380172 0.028 -0.040 0.025
C 2.081866 -3.056896 0.835467 -0.003 -0.033 -0.016
C 3.428138 -2.961686 0.660426 0.000 -0.014 0.028
N 3.671402 -1.740752 0.092547 -0.030 -0.003 -0.026
C 4.996707 -1.229501 -0.263809 -0.008 -0.002 0.006
C 1.378501 1.285769 0.628011 0.004 -0.027 -0.017
N 0.403444 0.691855 1.300693 -0.097 0.041 -0.039
C 0.061286 1.526237 2.327852 0.041 -0.010 0.052
C 0.846942 2.645406 2.264211 0.014 0.018 0.018
N 1.673231 2.483849 1.190722 -0.007 -0.037 0.013
C 2.713791 3.425464 0.774911 -0.001 0.002 0.000
H 1.258165 1.403691 -4.923178 0.007 0.004 -0.005
H 1.764862 2.278269 -3.470889 0.006 0.005 -0.005
H 2.629188 0.803349 -3.977545 0.006 0.007 -0.004
H -0.744987 0.075511 -4.645403 -0.003 -0.007 0.012
H -1.906240 -1.340807 -2.582874 0.008 0.007 -0.007
H 1.497532 -3.861951 1.246126 0.013 0.009 0.002
H 4.222079 -3.651872 0.887650 -0.011 0.001 0.004
H 5.720149 -2.020298 -0.093004 0.008 0.001 -0.006
H 5.018703 -0.948933 -1.313675 0.007 0.010 -0.001
H 5.250362 -0.375680 0.359896 0.008 0.003 -0.002
H -0.672802 1.252259 3.068681 0.001 0.008 -0.015
H 0.898983 3.516967 2.894929 -0.010 -0.009 -0.006
H 2.606442 4.332751 1.361030 0.003 0.007 0.000
H 3.699209 3.001639 0.954214 0.005 0.005 -0.002
H 2.599881 3.670907 -0.277871 0.006 0.000 -0.004
C -3.808437 2.095542 1.253053 0.010 -0.076 0.013
C -3.322868 1.397460 0.013835 0.017 0.204 -0.125
C -4.158123 1.491004 -1.231010 0.014 -0.015 0.031
O -2.013517 1.531843 -0.259832 0.002 -0.027 -0.016
C -3.560736 -0.450802 0.444224 -0.170 -0.361 0.210
O -4.683963 -0.599500 0.778531 0.090 0.090 -0.062
O -2.549718 -1.150378 0.268164 -0.022 0.228 -0.122
H -3.747030 3.171624 1.069963 0.001 0.005 0.008
H -3.193280 1.854403 2.122741 -0.005 0.010 -0.002
H -4.838760 1.830903 1.470018 -0.012 0.003 -0.004
H -4.139949 2.535735 -1.553241 -0.008 -0.001 -0.015
H -5.185324 1.199291 -1.034108 -0.009 0.003 -0.002
H -3.743138 0.882114 -2.033734 -0.004 0.002 0.003
H -1.508254 1.708512 0.550175 0.030 0.014 0.016
Cl -2.528669 -5.446324 2.638274 -0.014 0.009 -0.022
C -2.137952 -3.921407 1.905528 0.036 -0.023 -0.033
Cl -1.363353 -4.177288 0.290343 -0.002 -0.031 0.092
C -1.233214 -3.065915 2.816681 0.095 0.046 -0.064
O -1.092605 -3.296511 3.970617 0.005 0.017 0.024
O -0.659393 -2.000513 2.218947 -0.085 -0.088 0.086
H -3.055030 -3.375597 1.699548 -0.029 0.010 -0.006
```
Forces are in eV/Å.

Löwdin atomic charge list, values in e, 6 entries: 1.5481, 0.0112, -0.0962, -0.0013, -0.0790, -0.1324